Below is the molecule C10H20N2Si, with properties calculated with ωB97M-V/def2-TZVPD.

Values from the calculation:
Spin multiplicity = 1
HOMO energy = -9.083 eV
Molecular weight = 196.37 g/mol
Relative energy (zero: lowest compared OMol25 entry of this formula, charge and spin) = 178.80 kJ/mol
Gap between HOMO and LUMO = 9.86 eV
SMILES = CC(C)(C)c1c[nH]nc1[Si](C)(C)C
Energy = -21550.667 eV

Geometry (Å):
C  -0.51943  -3.00555  -1.28987
C  -0.55609  -1.48912  -1.10137
C  -0.59648  -0.74102  -2.42225
C  -1.77156  -1.17336  -0.18780
C  0.70850  -1.09481  -0.30059
C  1.83885  -1.83537  -0.36494
N  2.85611  -1.19626  0.17737
N  2.37857  -0.11314  0.77103
C  1.08012  0.03873  0.41676
Si  0.17726  1.60054  1.02955
C  -1.01797  1.50262  2.49270
C  -0.69206  2.56234  -0.33187
C  1.47271  2.88428  1.55117
H  -1.51461  -3.49917  -1.43304
H  0.18079  -3.42160  -1.96471
H  -0.31630  -3.70023  -0.49835
H  -1.72131  -0.54740  -2.68238
H  -0.16349  0.22617  -2.36462
H  -0.17808  -1.36173  -3.16550
H  -2.74367  -1.31224  -0.59123
H  -1.68560  -1.68947  0.80655
H  -1.76705  -0.16388  0.05252
H  2.01448  -2.68621  -1.03181
H  3.62882  -1.69027  0.45440
H  -1.11881  2.41173  2.95631
H  -2.08736  1.22331  2.21855
H  -0.70456  0.83441  3.45350
H  -1.68572  2.65308  -0.05496
H  -0.04151  3.44887  -0.56512
H  -0.64747  2.09758  -1.41826
H  1.67546  2.60038  2.66490
H  2.45442  2.72724  1.09548
H  1.06302  3.90955  1.62788

Below is a structure of composition C8H16CdF6N5O13S6, with properties calculated with ωB97M-V/def2-TZVPD.

Values from the calculation:
Spin multiplicity = 1
Charge = -1
HOMO energy = -6.165 eV
Molecular weight = 809.04 g/mol
Relative energy (zero: lowest compared OMol25 entry of this formula, charge and spin) = 0.00 kJ/mol
Gap between HOMO and LUMO = 7.60 eV
Energy = -128504.133 eV

Geometry (Å):
Cd  -0.75123  -0.40751  1.59656
C  0.23806  3.65897  0.70482
C  -0.09617  2.28134  0.13721
O  0.35616  1.24957  0.90075
H  1.33505  3.69670  0.69026
H  -0.05895  3.65222  1.75234
H  -0.16283  4.48347  0.11771
H  0.18208  2.26980  -0.95318
H  -1.20153  2.24288  0.01144
C  2.28265  -0.81047  -0.64547
C  2.50219  -1.33567  -2.05642
N  2.39959  -0.21443  -3.01163
C  3.13264  0.00102  -4.15273
C  2.54187  1.02324  -4.81081
N  1.50322  1.46721  -4.00690
C  1.45035  0.70265  -2.93007
C  0.74421  2.68309  -4.26177
H  2.70830  -1.45213  0.12214
H  1.21821  -0.68203  -0.49865
H  2.79837  0.14850  -0.57127
H  1.78352  -2.10084  -2.34249
H  3.54181  -1.65595  -2.13697
H  3.93171  -0.66359  -4.42700
H  2.65553  1.50164  -5.76667
H  0.79028  0.77675  -2.07889
H  0.23297  3.04011  -3.37278
H  0.02953  2.50074  -5.06135
H  1.45112  3.45359  -4.56332
N  0.17122  -1.50612  3.07081
S  -0.71786  -2.50708  4.06245
O  -1.18491  -1.88246  5.22980
O  -0.23088  -3.83829  4.07641
F  -1.96323  -2.61474  3.10013
S  1.66813  -1.81632  3.46689
O  2.26101  -2.91127  2.77286
O  1.94006  -1.62938  4.85093
F  2.34880  -0.56888  2.74394
N  -1.17278  -1.62267  -0.00916
S  -1.90793  -1.13991  -1.43396
O  -3.01153  -1.92384  -1.79222
O  -0.98330  -0.62805  -2.38553
F  -2.58391  0.14999  -0.85144
S  -0.95762  -3.17492  -0.41881
O  -0.26392  -3.32104  -1.65791
O  -2.00602  -4.04750  -0.10547
F  0.21233  -3.50711  0.57989
N  -2.49833  0.26065  2.54698
S  -4.07734  0.04514  2.33881
O  -4.70997  1.07426  1.58682
O  -4.76742  -0.51812  3.43905
F  -3.97877  -1.10045  1.23855
S  -2.47745  1.56909  3.59185
O  -2.87080  1.19652  4.89892
O  -2.86843  2.78253  2.98194
F  -0.90786  1.66908  3.69259

Below is a cluster of 3 separate species, C38H67Cl2N7O5P2S2 in total, with properties calculated with ωB97M-V/def2-TZVPD.

Values from the calculation:
Spin multiplicity = 1
HOMO energy = -8.078 eV
Molecular weight = 898.99 g/mol
Relative energy (zero: lowest compared OMol25 entry of this formula, charge and spin) = 2126.13 kJ/mol
Gap between HOMO and LUMO = 6.41 eV
SMILES = C#CC1=C(CCCO)C(=O)c2ccc(CCCSC(=S)N(CC)CC)c([C@H](Cl)[C@H](C)Cl)c2C1=O.CN(C)P(=O)(N(C)C)N(C)C.CN(C)P(=O)(N(C)C)N(C)C
Energy = -126423.611 eV

Geometry (Å):
C  4.77636  -3.51051  -4.33115
C  5.55395  -2.40527  -3.87166
C  5.86678  -0.91048  -3.20048
C  6.11557  -0.72480  -1.71438
C  6.04666  -2.05646  -0.76053
C  7.23699  -3.15532  -1.01043
C  6.66857  -4.64693  -1.50368
O  7.60700  -5.70574  -1.04586
C  6.40120  0.81370  -1.12315
O  7.29159  1.08803  -0.16064
C  5.50621  2.00586  -1.88199
C  4.94248  3.30302  -1.04897
C  4.02608  4.38765  -1.89840
C  3.70384  4.15603  -3.52161
C  2.71859  5.32837  -4.19425
C  1.16682  4.80687  -3.85089
C  0.05339  5.31762  -4.94049
S  -1.65049  4.74175  -4.31638
C  -1.92583  2.93382  -4.72428
S  -0.67116  1.90242  -5.24468
N  -3.30349  2.32744  -4.56276
C  -3.82756  1.73736  -5.85332
C  -3.61756  0.11916  -6.01452
C  -3.38337  1.36575  -3.39783
C  -3.37190  2.13621  -1.91335
C  4.30818  2.87328  -4.39257
C  4.00074  2.70805  -6.02192
Cl  3.35351  1.02298  -6.48404
C  5.24996  3.23427  -6.95533
C  5.64669  2.24064  -8.19743
Cl  6.79894  3.64424  -5.96786
C  5.22160  1.79832  -3.51709
C  5.87440  0.42315  -4.21034
O  6.38841  0.39125  -5.44801
H  4.12507  -4.39035  -4.79605
H  5.94723  -1.67881  0.34994
H  5.00606  -2.58749  -1.00655
H  7.92809  -2.77595  -1.88643
H  7.83442  -3.24490  0.01900
H  5.55611  -4.83960  -1.19541
H  6.70714  -4.68400  -2.69214
H  8.28205  -5.75524  -1.81177
H  5.17496  3.39396  0.09571
H  3.59240  5.32058  -1.30208
H  2.90595  5.47569  -5.34317
H  2.85491  6.32491  -3.56072
H  0.84797  5.08807  -2.75816
H  1.23157  3.61605  -3.90265
H  0.19728  4.88691  -6.01916
H  -0.01001  6.50172  -4.94125
H  -3.29127  2.30241  -6.75401
H  -4.99290  1.95364  -5.96097
H  -4.38081  -0.48431  -5.32854
H  -2.54641  -0.27393  -5.75126
H  -3.86363  -0.19982  -7.12999
H  -4.42550  0.79014  -3.42367
H  -2.49971  0.57368  -3.37995
H  -3.39398  3.30881  -2.02407
H  -4.36571  1.83906  -1.32254
H  -2.45362  1.78854  -1.27632
H  3.10098  3.46390  -6.23331
H  4.92486  4.27284  -7.44613
H  5.83397  1.12390  -7.89611
H  4.87793  2.23834  -9.09217
H  6.68508  2.64455  -8.62620
C  -4.68970  -0.63195  3.28385
N  -5.29970  -0.27146  2.01052
C  -6.09078  0.94579  2.22364
P  -5.95462  -1.34069  0.81984
O  -5.54230  -0.40476  -0.34273
N  -4.71388  -2.47775  0.37006
C  -3.46643  -2.63818  1.10766
C  -4.37605  -2.53558  -1.06476
N  -6.42861  -2.41661  2.15630
C  -6.40157  -3.87787  1.93339
C  -7.84255  -2.12979  2.49546
H  -5.40186  -1.04529  4.00482
H  -4.23585  0.24818  3.75860
H  -3.85326  -1.32399  3.18786
H  -6.94446  0.75960  2.87843
H  -6.47243  1.34742  1.27592
H  -5.48766  1.73941  2.67929
H  -2.86563  -1.72386  1.10520
H  -2.85797  -3.44496  0.68249
H  -3.64607  -2.96672  2.13318
H  -3.71182  -1.71331  -1.35459
H  -5.27976  -2.49436  -1.68346
H  -3.87491  -3.47655  -1.31465
H  -6.92509  -4.15266  1.01080
H  -6.87515  -4.40874  2.76862
H  -5.38900  -4.28451  1.89802
H  -8.50585  -2.38141  1.65636
H  -7.99806  -1.07588  2.72711
H  -8.16306  -2.69262  3.37776
C  0.44323  0.04408  5.24928
N  -0.83146  -0.00055  5.95397
C  -1.44009  1.33124  5.85977
P  -1.19062  -0.83960  7.42260
O  -2.65088  -1.11331  6.98640
N  -0.78880  -2.51998  7.20004
C  -0.01897  -3.01794  6.06632
C  -1.87936  -3.48474  7.43687
N  0.48806  -0.52495  7.92405
C  1.18282  -1.53645  8.74860
C  0.49302  0.69333  8.76803
H  1.21841  0.59711  5.78880
H  0.32885  0.53358  4.27291
H  0.83547  -0.93961  4.99187
H  -0.86282  2.07577  6.41169
H  -2.46343  1.33380  6.25712
H  -1.50810  1.66653  4.81855
H  -0.52559  -2.83844  5.11339
H  0.16296  -4.09531  6.15602
H  0.98518  -2.59007  6.04420
H  -2.55669  -3.54447  6.57724
H  -2.45982  -3.21168  8.32552
H  -1.48443  -4.48874  7.62404
H  0.57332  -1.84215  9.60639
H  2.13558  -1.14460  9.12599
H  1.46526  -2.42622  8.18251
H  -0.07294  0.53004  9.69560
H  0.03947  1.54260  8.25656
H  1.51281  0.99484  9.02705

Below is the molecule C6H14P2, with properties calculated with ωB97M-V/def2-TZVPD.

Values from the calculation:
Spin multiplicity = 1
HOMO energy (spin up / spin down) = -7.342 / -7.341 eV
Molecular weight = 148.13 g/mol
Relative energy (zero: lowest compared OMol25 entry of this formula, charge and spin) = 313.40 kJ/mol
Gap between HOMO and LUMO (spin up / spin down) = 7.15 / 7.15 eV
Energy = -25022.501 eV

Geometry (Å):
C  0.87152  -1.49396  0.36641
C  -1.11575  0.17489  1.44868
C  0.19316  1.47081  -0.25633
C  -2.20310  0.52248  -0.68810
C  -0.20446  -0.99785  -0.63377
C  -0.84559  0.28808  -0.06322
P  4.16279  0.57910  -0.38370
P  2.47770  -0.85441  0.38863
H  -1.85073  -0.58309  1.75059
H  -1.51196  1.11668  1.84220
H  -0.16184  0.01572  1.91724
H  1.18984  1.22450  0.21004
H  -0.03803  2.48146  0.11714
H  0.26352  1.45081  -1.33334
H  -3.02049  0.29528  0.01037
H  -2.33749  1.43549  -1.16786
H  -2.45993  -0.22525  -1.62154
H  -1.04856  -1.65989  -0.75784
H  0.32208  -0.70140  -1.54601
H  4.94611  0.09836  0.65046
H  3.03726  -1.25141  1.50289
H  0.64840  -2.24579  1.02827

Below is a cluster of 3 separate species, C24H32F2I3N2O11S in total, with properties calculated with ωB97M-V/def2-TZVPD.

Values from the calculation:
Spin multiplicity = 1
Charge = +1
HOMO energy = -11.374 eV
Molecular weight = 975.30 g/mol
Gap between HOMO and LUMO = 7.26 eV
Energy = -91472.906 eV

Geometry (Å):
C  2.07375  -5.01487  -0.18535
C  1.37070  -3.72954  -0.49494
I  0.68987  -2.64212  1.16277
C  1.11965  -3.31028  -1.72573
I  1.63791  -4.40282  -3.43940
C  0.40467  -2.03737  -1.99075
C  -0.97054  -2.09243  -2.17505
I  -2.04809  -3.88970  -2.13439
C  -1.70611  -0.92530  -2.38975
O  -3.01267  -1.00802  -2.60623
C  -3.90452  -0.70806  -1.48667
C  -3.35155  -0.97947  -0.10030
C  -4.53785  -1.25420  0.82722
O  -2.66426  0.17612  0.36198
C  -1.02266  0.30434  -2.40565
C  -1.86650  1.52110  -2.66864
C  -1.75420  1.99402  -4.11339
O  -2.55671  2.74066  -4.55413
C  0.35726  0.34895  -2.21149
C  1.04056  1.69474  -2.20599
C  1.82674  2.09040  -0.92238
C  1.17146  1.63847  0.37470
C  -0.14651  2.39233  0.67339
N  0.00884  3.53086  1.57944
N  1.06280  -0.83212  -2.04363
S  2.83865  -0.86812  -1.91610
C  3.47857  0.24277  -3.16134
O  3.18938  -0.48781  -0.59033
O  3.33595  -2.14471  -2.31297
H  2.44936  -5.01907  0.82862
H  1.39599  -5.84589  -0.36510
H  2.91554  -5.11017  -0.86611
H  -4.77366  -1.33469  -1.64670
H  -4.26179  0.31555  -1.53574
H  -2.71870  -1.86170  -0.04938
H  -5.18472  -0.37877  0.86384
H  -4.15627  -1.49146  1.81373
H  -5.12576  -2.09233  0.46443
H  -3.11839  0.53606  1.12877
H  -2.91637  1.33987  -2.50842
H  -1.60211  2.35501  -2.03145
H  -0.93888  1.61714  -4.75418
H  1.67103  1.80036  -3.08080
H  0.31350  2.48061  -2.31444
H  2.86780  1.80529  -0.96833
H  1.81974  3.17934  -0.89572
H  1.86005  1.92136  1.17123
H  1.07521  0.55972  0.45435
H  -0.54309  2.77332  -0.26187
H  -0.82531  1.69698  1.15467
H  0.24865  4.37873  1.08739
H  0.68783  3.33479  2.29878
H  3.83707  1.15875  -2.71284
H  4.28537  -0.28368  -3.65476
H  2.69681  0.41679  -3.89064
C  5.69107  3.43239  1.27920
C  4.99049  4.17064  2.39682
O  4.35621  5.23272  1.70329
C  4.11087  4.80398  0.43897
O  3.37312  5.33447  -0.31977
O  4.81914  3.67537  0.16321
F  5.86211  4.67862  3.29358
H  6.67374  3.85639  1.07178
H  5.79142  2.36649  1.46622
H  4.23625  3.58458  2.92563
C  -3.93270  -3.76095  5.65675
C  -3.68402  -3.81212  4.16612
O  -3.96366  -2.47896  3.76869
C  -3.69467  -1.67169  4.84274
O  -3.57169  -0.49795  4.77311
O  -3.58026  -2.40697  5.96826
F  -4.53713  -4.65189  3.53314
H  -4.98351  -3.92926  5.89402
H  -3.31995  -4.45962  6.21914
H  -2.66033  -4.06602  3.88490

Below is a cluster of 2 separate species, C2H10N2 in total, with properties calculated with ωB97M-V/def2-TZVPD.

Values from the calculation:
Spin multiplicity = 1
HOMO energy = -8.892 eV
Molecular weight = 62.12 g/mol
Relative energy (zero: lowest compared OMol25 entry of this formula, charge and spin) = 41.51 kJ/mol
Gap between HOMO and LUMO = 9.89 eV
SMILES = CNC.N
Energy = -5215.922 eV

Geometry (Å):
C  -0.85674  0.30986  -0.10025
N  0.08325  0.75083  0.90993
C  -0.08598  0.08107  2.18435
H  -0.83729  -0.76534  -0.26809
H  -1.91282  0.57753  0.12465
H  -0.66908  0.84922  -1.03093
H  -0.02801  1.75183  1.00736
H  -0.99029  0.38693  2.71567
H  0.76380  0.32147  2.82325
H  -0.13714  -0.99906  2.01294
N  1.38927  -0.86349  -2.81725
H  1.23149  0.11103  -2.57466
H  0.45767  -1.19605  -3.05786
H  1.59187  -1.31586  -1.92910

Number 1: largest force on an atom 4.81 eV/A. Number 2: largest force on an atom 4.82 eV/A. Number 3: largest force on an atom 9.70 eV/A. Number 4: largest force on an atom 4.57 eV/A. Number 5: largest force on an atom 2.92 eV/A. Number 6: largest force on an atom 1.26 eV/A.